DFT (ωB97M-V with the def2-TZVPD basis set) results for a cluster of 7 separate species, C50H67BrNO3 in total.

The geometry in XYZ format:
```
122
Properties=species:S:1:pos:R:3:forces:R:3
H -2.0405 5.2281 5.5503 -0.004 -0.019 -0.003
H 1.2432 4.4716 3.0346 0.005 0.007 -0.009
H -6.2053 -2.2299 -3.1888 -0.011 -0.006 0.008
C -4.2348 2.8864 -4.1125 0.004 0.007 -0.003
H -5.7046 4.2920 -4.7926 0.000 0.001 0.001
H 6.3165 -3.3975 1.6439 0.006 0.009 -0.030
H -2.3900 -1.7166 -0.6042 0.002 -0.012 0.048
H 6.5488 6.4124 -0.4851 -0.003 0.003 -0.003
C -0.2198 -3.5139 -2.1267 0.588 0.114 -0.295
H -0.7213 -1.8849 -0.1516 -0.035 -0.118 -0.032
O 5.6473 -0.1853 -2.8160 -0.342 0.080 -0.130
C -0.1811 0.5892 -0.0740 -0.236 0.547 0.110
C -3.1199 5.2324 5.6228 -0.011 -0.031 -0.023
C 0.5619 5.1887 6.7638 0.007 0.006 0.009
H -5.3140 5.8701 -2.9335 -0.004 -0.003 0.003
C -4.2608 -4.8017 -2.1543 0.059 0.021 0.008
H -3.2543 3.1341 6.0472 0.004 0.002 0.011
H -5.7200 3.1475 6.2223 -0.002 0.001 -0.003
H 4.2679 0.3687 -4.2989 -0.114 -0.001 0.169
H 0.7070 -0.0456 0.0686 -0.078 -0.072 0.036
H 4.1335 -0.7244 -0.0025 -0.022 0.026 -0.128
C -4.6011 -5.7406 -3.1184 0.023 -0.001 0.000
H -0.6137 -4.2820 -1.4628 -0.167 0.097 0.051
C -5.1878 4.0634 5.9992 0.003 -0.007 -0.001
C -1.1507 0.0015 -1.0831 -0.156 -0.300 0.117
H 3.4270 -1.8649 -4.6801 -0.041 0.035 0.051
H 3.9504 -3.4120 -1.4514 -0.189 -0.017 -0.037
H 5.5812 -0.6664 -4.7996 -0.075 -0.026 -0.025
C -3.2844 2.5981 -3.1429 0.024 -0.021 0.014
C 0.0906 -7.4529 1.4541 0.013 0.013 0.003
H 2.5876 -3.6987 -3.2001 0.039 0.077 -0.090
C -3.8030 4.0565 5.9026 -0.013 0.009 -0.004
H -6.8159 -3.9034 -4.9010 -0.002 -0.001 0.001
H 4.5167 -4.7759 0.1290 0.002 -0.043 0.142
C 4.6921 3.0818 -1.0381 0.050 0.016 -0.014
H -2.3274 3.2556 -1.3372 -0.006 -0.001 0.010
H -2.1052 0.5187 -0.9724 0.081 0.149 0.012
C -1.3763 -1.5239 -0.9509 0.266 0.388 -0.120
H -4.4086 2.1930 -4.9254 0.003 0.005 -0.003
C -2.3112 -7.5530 1.3713 0.040 0.022 0.010
H 5.0684 -2.0805 -1.6614 -0.057 0.014 -0.084
C -1.1278 -7.6437 2.0915 -0.007 0.013 -0.003
H -2.0985 -2.6765 -2.6146 0.038 0.088 -0.166
C -4.8393 -3.5398 -2.1784 0.026 0.026 -0.009
H -3.2913 7.3327 5.2213 0.000 0.000 -0.003
H -2.7135 1.6792 -3.2010 -0.018 -0.007 -0.011
Br 2.3647 -0.1413 -2.2297 0.040 0.285 -0.168
H -3.6320 5.3494 -1.2014 0.000 0.003 -0.003
H 1.5075 2.6702 4.7096 0.004 -0.003 0.004
H -4.5778 -2.8100 -1.4215 -0.023 0.001 0.011
C 5.6089 3.5279 -1.9811 -0.040 -0.055 0.017
H -1.1549 -7.8656 3.1502 0.001 -0.003 0.001
C 5.6936 -3.3196 0.7515 0.081 0.048 0.512
H 4.9109 5.6198 1.1863 0.005 0.003 0.005
C 2.0746 -2.7920 -2.8682 0.014 -0.429 0.261
C 3.7484 -1.7447 -0.0386 0.196 -0.089 0.555
O 5.4506 -4.6555 0.3190 0.015 0.115 -0.325
C 0.4120 6.1984 5.8227 0.042 0.037 0.015
C 0.6591 5.9418 4.4816 -0.017 0.004 -0.005
H -0.7853 0.2555 -2.0824 0.006 -0.129 -0.039
C -1.1371 -2.3007 -2.2565 -0.341 -0.485 0.118
H 6.2914 -2.7918 0.0028 -0.019 0.009 -0.048
C 4.4151 -2.5600 1.1095 -0.400 -0.309 -0.620
C -2.2746 -7.2715 0.0127 -0.044 0.008 -0.025
C -3.7977 4.6606 -2.0197 0.005 0.004 0.008
C 4.8830 -0.4715 -3.9799 0.535 -0.137 0.068
H -0.7496 -1.6631 -3.0572 0.016 0.186 0.116
C -1.0574 -7.0841 -0.6269 0.035 0.055 -0.014
H 4.5692 -1.9063 1.9643 0.081 0.098 -0.041
H 4.1665 2.1442 -1.1818 -0.055 -0.035 -0.015
H -5.7570 7.3433 5.3843 0.000 0.000 0.006
C 1.2016 3.6612 5.0219 -0.009 0.007 -0.007
H -6.9704 5.2514 5.8876 0.000 0.000 0.001
H 3.6883 -3.3111 1.4378 0.070 0.005 0.143
H -1.0320 -6.8705 -1.6892 -0.007 -0.032 -0.005
H 0.7388 2.0273 1.8222 0.049 -0.065 0.092
H -3.1972 -7.2007 -0.5495 -0.008 -0.043 0.013
H 0.1758 1.5546 -0.4619 0.027 0.031 0.001
H 2.6830 -1.6960 0.1811 0.020 0.050 -0.101
H 1.0125 -7.5290 2.0164 -0.002 -0.013 0.002
C 4.0760 -1.7481 -3.8109 -0.297 0.466 -0.425
H 3.7248 3.4833 0.8355 0.001 0.005 0.008
C -3.0660 3.4837 -2.0966 0.006 -0.017 -0.005
C -4.9638 4.0650 -4.0371 0.002 -0.004 0.005
H 1.0781 -7.0380 -0.4054 0.001 -0.027 -0.004
C -5.2087 6.4215 5.5302 0.002 0.001 0.001
C 4.4399 3.8328 0.1014 -0.019 -0.028 0.023
C -6.0976 -4.1544 -4.1315 0.014 -0.008 -0.001
H -0.7545 2.8645 1.3503 0.048 -0.002 -0.005
H -4.1514 -6.7259 -3.0997 -0.013 -0.005 0.000
H 0.0949 7.1852 6.1348 0.012 0.002 0.007
C -5.8907 5.2458 5.8121 0.002 0.003 -0.002
H 0.5358 6.7278 3.7476 0.010 0.005 0.002
C 0.9565 3.9197 6.3640 -0.023 -0.012 -0.007
H 4.7381 -2.6104 -3.7781 -0.071 -0.110 0.289
H 1.0681 3.1314 7.0971 0.008 0.004 0.003
H 0.3645 5.3899 7.8086 -0.001 0.001 -0.002
H -5.7929 -6.1508 -4.8541 0.001 0.001 -0.001
H -0.7064 1.9451 2.8612 0.001 -0.087 -0.004
H 1.6510 -3.9789 -1.1387 0.037 0.075 0.117
O -0.8178 0.8027 1.1714 0.110 -0.182 -0.067
C 0.1261 -7.1735 0.0947 -0.011 0.028 -0.011
C 5.1071 5.0326 0.2991 0.000 0.002 -0.006
C 6.0263 5.4781 -0.6412 -0.009 -0.014 -0.006
H 6.9928 5.0768 -2.5132 0.000 -0.001 0.000
N 3.1915 -1.8100 -2.5752 0.298 -0.664 -0.304
H 1.1243 -2.3051 -0.9614 0.090 -0.021 -0.103
C 1.2042 -3.1348 -1.6662 -0.344 -0.134 -0.061
H 5.3387 0.6474 -2.4423 0.172 0.039 0.068
H -0.1229 -3.9577 -3.1248 -0.182 -0.270 0.123
C -5.5219 -5.4174 -4.1058 0.000 0.009 -0.004
C 6.2771 4.7273 -1.7811 0.020 0.017 -0.002
H -3.5436 -5.0521 -1.3816 -0.014 0.008 0.017
H 1.5057 -2.4186 -3.7179 -0.019 0.296 0.120
C -5.7554 -3.2142 -3.1689 0.002 0.007 -0.006
C 1.0541 4.6726 4.0824 -0.011 -0.038 -0.029
C -4.7447 4.9516 -2.9916 0.001 -0.004 -0.002
C -3.8236 6.4145 5.4372 0.000 -0.001 -0.004
H 5.8082 2.9472 -2.8747 0.012 0.022 -0.021
C 4.0428 -2.3288 -1.4094 0.291 0.324 0.265
C -0.3545 1.9645 1.8327 -0.092 0.110 -0.083
H -3.2608 -7.7009 1.8683 -0.002 -0.008 -0.003
```
Positions in Å, forces in eV/Å.

## Properties
total energy: -130603.0564 eV
total charge: +1
Kohn-Sham gap: 6.2 eV
E_HOMO: -10.44 eV